1.
Molecular formula: C24H68As7F42N5O5
Method: DFT, ωB97M-V with the def2-TZVPD basis set

Output
HOMO energy ... -0.25407 Ha
Net charge ... -2
Calculated total energy ... -21450.467308 Eh
HOMO-LUMO gap ... 7.53 eV
F_max ... 3.7 eV/Å

```
151
Properties=species:S:1:pos:R:3:forces:R:3:mulliken_charge:R:1
C -0.59302 2.66380 -10.70423 0.32 1.74 0.21 -1.2136
C -1.56084 3.56354 -9.85191 1.13 -1.93 0.34 -0.4057
N -2.50148 2.70778 -8.97002 -0.78 -0.30 -1.97 0.0510
C -3.53609 1.92221 -9.90778 0.76 1.58 1.12 -1.0827
C -1.72823 1.60263 -8.18369 -0.51 -0.04 -0.86 -0.4395
C -0.67326 2.08320 -7.23286 0.91 -0.36 0.51 -1.3165
C -3.27377 3.63222 -8.02614 -1.25 -1.34 -0.98 -0.7178
C -4.32745 4.60992 -8.61550 0.46 0.74 0.15 -0.7942
O -5.43940 4.01204 -9.23650 -0.40 -1.36 0.87 -0.2856
C -6.56626 4.87463 -9.29222 0.19 0.78 -1.68 -0.7936
H 0.11824 3.28614 -11.24729 -0.26 0.84 0.01 0.4409
H -0.99846 2.10469 -11.54751 -0.35 -0.61 0.71 0.3306
H 0.14437 2.21941 -10.03575 -0.55 -0.96 -0.13 0.2869
H -2.12627 4.28991 -10.43566 -0.15 -0.23 0.25 0.4163
H -0.95005 4.03088 -9.07950 0.07 0.51 -0.37 0.4354
H -4.36744 1.65795 -9.25424 0.33 -0.66 -0.09 0.4175
H -2.99555 1.13435 -10.43238 -0.22 -0.02 0.40 0.4437
H -3.98762 2.61942 -10.61356 0.43 0.13 0.02 0.3810
H -1.37335 0.91615 -8.95241 0.53 0.42 -0.12 0.4609
H -2.45917 0.94342 -7.71542 -0.47 0.66 0.42 0.5302
H -0.26561 1.24090 -6.67389 -0.74 -0.42 0.32 0.4185
H -1.02156 2.80066 -6.48986 0.09 0.03 -0.15 0.3260
H 0.30013 2.35781 -7.63928 -0.37 0.88 -0.66 0.3572
H -2.57389 4.11925 -7.34709 -0.17 0.01 -0.17 0.4357
H -3.88244 2.86982 -7.53997 0.03 0.36 0.86 0.3969
H -3.95932 5.39476 -9.27626 0.65 -0.09 -0.25 0.4626
H -4.65838 5.18444 -7.75033 -0.04 -0.11 0.41 0.5391
H -6.68698 5.52981 -8.42951 0.15 -0.11 0.02 0.3011
H -7.52485 4.44473 -9.58274 0.24 -1.19 0.86 0.2892
H -6.42040 5.41966 -10.22483 0.22 1.13 0.22 0.3284
C -6.39555 0.39812 4.50453 0.59 0.48 -0.55 -1.4040
C -7.48487 1.18645 3.70410 -0.46 -0.70 2.04 0.2883
C -7.22885 1.92982 2.45211 0.08 1.01 -1.35 -0.5284
O -8.48173 2.40407 1.98701 -1.86 1.08 -0.14 -0.4026
C -8.85445 3.81587 2.19940 1.79 -0.02 0.15 -0.7217
N -8.65699 0.21433 3.41400 1.42 -0.21 1.05 -0.2804
H -8.92342 -0.10538 4.33428 -0.52 -0.22 0.22 0.3670
H -9.42988 0.65900 2.93964 -0.11 0.33 -0.50 0.3630
H -8.30510 -0.60581 2.94110 0.00 -0.39 -0.72 0.2976
H -5.68582 1.00352 5.06835 -0.38 0.84 -0.22 0.3852
H -5.69404 -0.15215 3.87749 -0.45 -0.33 -0.38 0.3503
H -6.75078 -0.25781 5.29931 -0.63 -0.16 -0.33 0.4084
H -8.00354 1.89677 4.34795 0.27 0.08 0.36 0.2252
H -6.85280 1.29865 1.64694 0.31 -0.07 0.07 0.3022
H -6.57589 2.79285 2.58225 0.43 -0.30 0.25 0.4421
H -9.21566 4.09240 3.18993 -0.25 -0.74 0.27 0.2988
H -9.54662 4.23871 1.47123 -0.05 -0.93 -0.25 0.2789
H -7.93683 4.39561 2.09943 0.11 0.10 -0.20 0.3300
C 0.22603 -1.04036 1.55221 0.97 0.16 1.34 -1.3862
C 1.38423 -0.93030 0.59266 -0.07 -1.09 -1.90 0.2181
C 1.54733 0.50087 0.03537 -1.10 -0.74 0.85 -0.7147
O 2.49770 0.56483 -0.93622 2.45 0.93 -1.24 -0.3441
C 2.84767 1.93403 -1.35578 -0.30 -0.18 1.35 -0.7512
N 2.74761 -1.38534 1.17614 -1.14 0.59 0.76 -0.3004
H 2.85849 -2.37487 1.34538 -0.23 -0.81 -0.42 0.3664
H 3.53918 -1.07100 0.63329 0.26 0.22 -0.63 0.3422
H 2.85103 -1.01069 2.10837 0.18 0.55 0.59 0.3604
H 0.57131 -0.46217 2.40930 -0.80 0.33 0.43 0.3854
H 0.03954 -2.04149 1.94084 0.21 -0.15 -0.30 0.4175
H -0.71644 -0.67125 1.14774 0.34 0.22 -0.11 0.3638
H 1.19403 -1.68619 -0.16927 0.33 0.36 -0.55 0.3276
H 1.75868 1.06699 0.94254 0.25 0.78 0.03 0.3781
H 0.62029 0.86519 -0.40731 -0.58 -0.18 0.53 0.4358
H 2.86204 2.58838 -0.48416 -0.46 -0.03 0.39 0.2728
H 2.10868 2.35322 -2.03862 0.16 -0.31 -0.25 0.3104
H 3.88350 2.05288 -1.67365 -0.24 -0.91 -0.67 0.3228
C 8.23664 4.56754 0.84226 0.60 1.13 -0.11 -1.3805
C 8.19016 5.49133 2.10328 -1.00 -1.13 0.06 0.2731
C 6.72965 5.92577 2.28917 -1.18 -0.17 1.51 -0.9104
O 5.91218 4.82795 2.60683 0.67 -0.66 0.26 -0.2793
C 4.62161 5.11835 3.14483 -0.62 0.30 -1.75 -0.8127
N 8.69793 4.60430 3.28239 -0.49 0.95 -1.27 -0.3330
H 8.29184 3.68238 3.20986 -0.89 -0.42 0.58 0.3388
H 9.68671 4.42540 3.18032 0.55 0.25 -0.06 0.3324
H 8.52883 5.11418 4.13768 -0.25 -0.53 0.67 0.3409
H 9.04474 3.83678 0.80977 0.01 -0.06 0.43 0.4548
H 8.39462 5.14520 -0.06849 -0.22 0.22 0.08 0.3418
H 7.27165 4.06748 0.75962 0.16 -0.09 0.11 0.3800
H 8.71276 6.42768 2.29881 0.80 -0.20 -1.18 0.4008
H 6.35758 6.48657 1.43175 0.33 -0.21 -0.64 0.4016
H 6.55219 6.62582 3.10559 0.76 0.44 0.40 0.5131
H 4.13137 4.16033 3.31789 0.25 0.24 0.59 0.2756
H 4.05003 5.59085 2.34599 -0.27 0.00 -0.30 0.3476
H 4.54670 5.87099 3.92970 0.67 -0.48 0.65 0.3139
C -4.85666 -8.58531 6.07323 1.89 0.91 0.53 -1.2722
C -3.29234 -8.28880 6.22968 -1.49 -0.06 0.84 0.0208
C -2.59340 -9.28955 7.23366 0.91 -0.97 -2.45 -0.7424
O -2.46407 -10.58505 6.50133 -2.34 2.82 0.59 -0.3547
C -1.40482 -11.39660 6.90123 0.50 0.74 -0.38 -0.6293
N -2.58908 -8.25261 4.85010 0.08 -1.88 1.44 -0.2687
H -2.94617 -9.05960 4.35881 -0.29 -0.15 -0.69 0.3776
H -2.58740 -7.42588 4.26990 -0.56 0.63 0.04 0.3382
H -1.62078 -8.50364 4.98957 0.86 0.13 0.18 0.3118
H -5.29864 -8.30772 7.03015 0.08 -0.19 0.13 0.3652
H -5.06073 -9.64132 5.89627 0.00 0.22 -0.38 0.3437
H -5.27772 -7.85929 5.37775 -0.12 -0.49 -0.40 0.4254
H -3.16886 -7.26952 6.59564 -0.02 -0.12 0.20 0.3799
H -3.05432 -9.39894 8.21534 -0.71 0.06 -0.33 0.4267
H -1.59313 -8.91948 7.45862 0.31 0.05 -0.18 0.4657
H -1.57889 -11.85268 7.87580 0.10 -0.28 -0.09 0.2466
H -0.56412 -10.70335 6.92811 0.79 -0.69 0.24 0.3261
H -1.33367 -12.07888 6.05416 0.47 -0.45 0.55 0.2366
As -2.52724 5.80798 -1.33953 0.54 0.02 2.11 2.0073
F -4.12524 5.63230 -0.43437 1.78 0.45 -1.29 -0.5276
F -3.37579 6.68516 -2.67593 1.04 -0.93 1.40 -0.5017
F -0.91162 5.87375 -2.07620 -1.40 0.05 0.17 -0.4712
F -1.77760 4.91854 0.11575 -0.95 1.04 -1.94 -0.5289
F -2.78554 4.25514 -2.16244 -0.10 1.08 0.52 -0.4805
F -2.09836 7.38503 -0.51469 -1.03 -1.80 -1.02 -0.5003
As 5.09665 5.07595 -7.56187 0.09 -0.67 2.80 1.9930
F 3.34223 5.15224 -6.92946 2.01 -0.07 -1.52 -0.5368
F 5.18048 6.86602 -7.59193 -0.23 -1.66 -0.15 -0.4829
F 6.81434 4.95128 -7.98943 -1.19 0.29 0.25 -0.4794
F 5.05408 3.26918 -7.41954 -0.31 1.77 -0.50 -0.4928
F 4.68081 5.00798 -9.27484 -0.23 0.09 1.17 -0.4769
F 5.53958 5.08715 -5.76948 -0.28 0.22 -2.12 -0.5237
As 9.37023 -1.77693 3.49293 -1.18 -1.81 -0.32 1.9898
F 10.72599 -0.77695 3.25261 1.02 0.59 0.48 -0.4500
F 10.15116 -2.58501 4.85703 -0.56 0.66 -0.61 -0.4789
F 7.93009 -2.78881 3.59477 0.94 1.14 -0.05 -0.4525
F 8.75132 -0.85308 2.05107 -0.24 -0.95 1.35 -0.5317
F 10.11661 -3.10270 2.43218 -0.92 2.04 1.07 -0.5212
F 8.59786 -0.58246 4.72345 1.04 -1.22 -1.93 -0.5551
As 1.63243 1.20261 7.94971 1.95 0.22 -0.51 1.9935
F 1.88421 0.93526 6.17116 -0.56 0.49 1.54 -0.5240
F -0.00780 0.60667 7.93042 0.47 0.47 -0.39 -0.4678
F 1.48442 1.39603 9.70693 -0.33 0.26 -1.05 -0.4952
F 3.30496 1.78415 8.15623 -1.11 0.04 -0.55 -0.4853
F 1.11503 2.95911 7.51386 0.41 -2.48 0.89 -0.5464
F 2.29215 -0.44096 8.16965 -0.94 1.17 -0.03 -0.4752
As 2.64785 -6.22029 5.74887 2.92 0.98 0.20 2.0366
F 3.40587 -6.06415 7.42181 -1.58 -0.31 -1.91 -0.5118
F 1.06740 -5.61573 6.30811 0.90 -0.71 -0.26 -0.5068
F 2.05002 -6.31756 4.07695 -0.06 -0.06 1.16 -0.4904
F 4.22131 -6.88973 5.22329 -1.42 0.79 0.27 -0.4790
F 2.17955 -7.92614 6.03979 -0.44 1.18 0.10 -0.5224
F 3.19309 -4.51038 5.39859 -0.87 -2.09 0.44 -0.5254
As 6.02673 -6.52155 -1.38275 1.43 0.91 -0.93 2.0013
F 7.01642 -5.22123 -0.61173 -0.75 -1.67 -0.44 -0.4955
F 5.61559 -7.26638 0.13875 0.27 0.25 -0.81 -0.4466
F 5.06878 -7.78547 -2.29427 0.84 1.61 1.07 -0.5141
F 6.42860 -5.69864 -2.94544 -0.57 -1.09 1.15 -0.4991
F 7.52310 -7.59505 -1.56517 -1.97 1.33 0.28 -0.5272
F 4.64898 -5.36896 -1.17472 0.60 -1.34 -0.47 -0.5178
As -5.74020 -4.29918 0.14614 1.11 -1.45 -0.64 2.0008
F -6.49485 -3.77920 1.64886 0.26 -0.21 -0.08 -0.4982
F -4.24403 -4.90832 1.01100 -1.68 0.81 -0.70 -0.5301
F -4.99049 -4.77668 -1.41920 -0.84 0.44 1.58 -0.4968
F -7.20530 -3.78504 -0.70706 0.86 -0.22 0.42 -0.4947
F -5.02369 -2.70668 0.02526 -0.29 -0.52 -0.05 -0.4770
F -6.43222 -5.93286 0.37877 0.43 1.26 -0.26 -0.5037
```
Positions in Å, forces in eV/Å.

---

2.
Molecular formula: C21H18N7O5OsS
Method: DFT, ωB97M-V with the def2-TZVPD basis set

Output
HOMO energy (alpha / beta) ... -0.39018 / -0.39013 Ha
Net charge ... +1
Calculated total energy ... -2059.033005 Eh
⟨S²⟩ ... 6.039
HOMO-LUMO gap (alpha / beta) ... 6.03 / 3.86 eV
Multiplicity ... 5
Energy relative to the best compared isomer or geometry (same formula, charge and spin) ... 76.0 kJ/mol
F_max ... 0.6 eV/Å

```
53
Properties=species:S:1:pos:R:3:forces:R:3:lowdin_spin:R:1
Os -0.44257 0.21975 0.01266 0.11 -0.02 0.34 2.9275
N 3.58220 -1.23148 -0.30853 0.02 0.01 0.04 0.0038
C 2.44482 -0.92705 -0.91217 -0.04 -0.15 -0.02 0.0066
N 1.55772 -0.62513 0.03379 0.13 0.33 0.02 0.0442
C 2.24607 -0.75908 1.20859 0.05 0.05 -0.02 0.0084
N 3.48300 -1.13163 1.03316 -0.01 -0.05 0.01 0.0029
C 1.57324 -0.50224 2.48232 -0.04 -0.09 -0.01 0.0071
C 2.23462 -0.45680 3.70236 -0.01 -0.02 0.00 0.0034
N 1.57958 -0.21788 4.82991 0.01 0.01 0.01 -0.0012
C 0.26940 -0.02978 4.74742 -0.01 -0.01 -0.01 0.0042
C -0.40399 -0.07738 3.53281 0.02 -0.01 0.01 0.0097
N 0.24975 -0.31515 2.40042 0.08 0.14 -0.02 0.1070
H 4.44899 -1.53428 -0.73472 -0.03 -0.03 -0.06 0.0003
H 2.27467 -0.95536 -1.97943 0.05 -0.02 0.01 0.0001
H 3.30450 -0.61535 3.75652 0.00 0.01 -0.01 0.0006
H -0.26585 0.16505 5.66801 0.00 0.00 0.00 0.0008
H -1.47378 0.07186 3.47897 0.00 0.01 0.00 0.0010
C -2.48722 0.55980 -0.34193 -0.33 0.05 -0.10 0.1047
C -2.51129 1.94474 0.13726 0.13 -0.01 0.07 0.0483
C -2.32971 3.02168 -0.75407 0.00 -0.02 0.04 0.0672
C -2.29215 4.31259 -0.28558 0.00 0.01 0.03 -0.0102
C -2.42601 4.55929 1.08869 0.00 -0.01 0.00 0.0871
C -2.63005 3.50930 1.98552 0.01 0.02 -0.01 -0.0167
C -2.67166 2.21761 1.51134 0.01 -0.01 -0.04 0.0874
C -2.35727 5.90653 1.57653 0.00 0.01 -0.02 0.0081
N -2.28811 6.98551 1.96364 0.00 0.00 0.01 0.0477
H -2.72101 0.44144 -1.39925 0.02 0.00 -0.01 0.0116
H -3.10944 -0.11478 0.24773 0.08 -0.04 0.04 0.0132
H -2.21479 2.82580 -1.81226 -0.01 0.00 0.00 0.0026
H -2.16380 5.14337 -0.96586 -0.01 0.00 0.00 -0.0019
H -2.75783 3.72061 3.03779 0.00 0.00 0.00 -0.0024
H -2.85539 1.39881 2.19635 -0.02 -0.01 0.00 0.0034
O 0.57919 2.16303 1.01390 0.05 0.04 -0.03 0.1146
C 0.73821 2.53848 -0.15232 0.01 -0.04 -0.02 0.0297
O 0.30908 1.77670 -1.10760 0.04 0.03 0.00 0.1069
H 1.22371 3.47968 -0.41842 0.00 0.00 -0.01 0.0011
N -0.98804 -1.83989 0.14473 0.18 0.04 0.13 0.0294
C -0.45294 -2.35994 -1.12580 -0.39 -0.23 -0.02 0.0337
C 0.18299 -3.59051 -1.13772 0.26 0.12 0.03 -0.0017
C 0.92343 -3.93634 -2.25522 0.01 0.03 0.01 0.0240
C 1.01099 -3.06528 -3.34167 -0.05 -0.13 -0.14 0.0067
C 0.29288 -1.88351 -3.35503 0.05 -0.02 0.00 0.0065
C -0.44709 -1.52323 -2.23611 -0.10 0.05 0.07 0.0430
S 2.14503 -3.46279 -4.69698 -0.40 0.35 0.24 0.0000
O 1.61336 -4.70262 -5.20130 0.18 -0.07 -0.07 0.0000
O 3.38219 -3.55132 -3.93876 0.22 -0.01 0.02 0.0054
O 2.02477 -2.29983 -5.55251 0.12 -0.13 -0.01 -0.0002
H -1.95488 -2.08759 0.35016 -0.08 0.07 -0.33 0.0062
H -0.44060 -2.23862 0.90640 -0.04 -0.09 -0.03 0.0054
H 0.16405 -4.23214 -0.26315 -0.04 -0.01 -0.01 -0.0005
H 1.48601 -4.86064 -2.28713 -0.04 -0.03 -0.01 0.0008
H 0.36018 -1.24931 -4.23032 -0.04 -0.01 -0.01 -0.0001
H -0.99917 -0.58471 -2.25316 -0.13 -0.13 -0.09 0.0123
```
Positions in Å, forces in eV/Å.

---

3.
Molecular formula: C2H3N5O
Method: DFT, ωB97M-V with the def2-TZVPD basis set

Output
HOMO energy ... -0.39299 Ha
Calculated total energy ... -426.888098 Eh
HOMO-LUMO gap ... 10.22 eV
Energy relative to the best compared isomer or geometry (same formula, charge and spin) ... 445.1 kJ/mol
F_max ... 5.4 eV/Å

```
11
Properties=species:S:1:pos:R:3:forces:R:3:mulliken_charge:R:1
H -0.48517 1.94694 0.10781 -2.21 -0.99 0.58 0.3371
N -1.36272 1.30177 0.23115 3.39 -2.27 -2.25 -0.6538
C -0.90676 0.11872 -0.20991 -0.42 4.15 0.95 0.1763
N -1.73368 -1.03628 -0.31141 -1.60 2.03 4.80 -0.6201
C 0.62175 0.01830 -0.34620 -2.68 -3.83 0.33 0.6969
N 1.44234 1.03626 -0.37278 1.71 1.96 -0.02 -0.2486
N 2.60452 0.61393 -0.07775 -0.68 0.48 0.09 -0.1524
O 2.48859 -0.69333 0.17507 1.03 -1.05 -0.58 0.0212
N 1.24990 -1.12805 -0.07311 -0.83 1.69 0.34 -0.2754
H -2.63079 -0.63782 0.38294 2.59 -1.31 -3.05 0.4126
H -1.28798 -1.54042 0.49418 -0.29 -0.86 -1.20 0.3062
```
Positions in Å, forces in eV/Å.

---

4.
Molecular formula: C4H9NO
Method: DFT, ωB97M-V with the def2-TZVPD basis set

Output
HOMO energy ... -0.36913 Ha
Calculated total energy ... -287.774888 Eh
HOMO-LUMO gap ... 11.10 eV
Energy relative to the best compared isomer or geometry (same formula, charge and spin) ... 151.1 kJ/mol
F_max ... 0.5 eV/Å

```
15
Properties=species:S:1:pos:R:3:forces:R:3:mulliken_charge:R:1
C 2.52705 -0.50767 -0.01368 0.26 -0.09 -0.05 -0.7220
N 1.17442 -0.32070 0.43803 -0.23 0.31 -0.35 -0.3797
C 0.26426 -0.09934 -0.40900 0.14 0.11 0.28 -0.1425
C -0.97533 0.60304 0.09013 -0.12 -0.06 -0.24 0.3799
C -2.30496 -0.06318 -0.21142 -0.07 -0.05 -0.04 -1.2070
O -0.87214 0.83131 1.46751 0.00 -0.04 0.15 -0.6000
H 3.01198 0.45476 0.17655 0.21 -0.18 -0.08 0.2853
H 2.61286 -0.73213 -1.08570 -0.02 -0.07 0.10 0.2999
H 3.04779 -1.25950 0.57966 -0.07 -0.02 -0.07 0.2350
H 0.39544 -0.23159 -1.49533 0.01 0.05 0.19 0.3334
H -0.93397 1.56462 -0.45698 -0.10 -0.04 0.14 0.1628
H -3.10052 0.58833 0.15956 0.04 -0.13 -0.09 0.3031
H -2.45040 -0.22563 -1.28392 0.02 0.01 0.10 0.3377
H -2.36827 -1.01693 0.31836 0.00 0.05 -0.09 0.3053
H -0.02821 0.41462 1.72623 -0.06 0.16 0.04 0.4088
```
Positions in Å, forces in eV/Å.